Record 1
This record from OMol25 describes a molecular structure, C31H29F5I2N4O2PtS2Te. The level of theory is ωB97M-V/def2-TZVPD.

Calculated values
HOMO (eV): -12.552
Charge: +2
Frontier orbital gap (eV): 4.27

Last column: Löwdin charge in e.
Element x y z (Å)
Pt: -2.213 0.435 0.315  1.317
I: -4.599 6.991 -0.767  1.021
C: -3.392 5.348 -0.603  -0.727
C: -2.645 4.912 -1.707  -0.211
C: -1.844 3.810 -1.588  -0.602
I: -0.836 3.128 -3.272  1.091
C: -1.762 3.078 -0.340  -0.446
O: -1.003 2.060 -0.214  -0.256
C: -2.585 3.527 0.764  -0.173
C: -2.548 2.777 2.069  -0.097
N: -3.037 1.372 1.938  -0.160
C: -4.507 1.253 1.696  -0.094
C: -4.817 -0.144 1.229  -0.237
C: -6.060 -0.723 1.340  0.028
C: -6.296 -1.934 0.699  0.012
C: -5.278 -2.536 -0.021  0.006
C: -4.037 -1.934 -0.052  -0.076
N: -3.820 -0.773 0.573  -0.079
C: -3.350 4.640 0.627  -0.099
H: -2.714 5.431 -2.652  0.093
H: -3.153 3.303 2.808  0.141
H: -1.522 2.723 2.436  0.140
H: -2.802 0.859 2.784  0.143
H: -4.750 1.929 0.874  0.132
H: -5.084 1.536 2.577  0.150
H: -6.842 -0.216 1.890  0.136
H: -7.274 -2.393 0.756  0.133
H: -5.439 -3.451 -0.570  0.132
H: -3.206 -2.354 -0.602  0.119
H: -3.937 4.998 1.464  0.109
S: -0.302 -0.855 1.514  0.846
C: 0.920 -1.520 0.552  -0.550
N: 1.843 -2.279 1.107  -0.066
C: 3.108 -2.506 0.388  -0.066
C: 2.805 -2.892 -1.022  -0.062
N: 1.948 -1.871 -1.639  -0.038
C: 2.265 -1.547 -3.046  -0.074
C: 3.525 -0.715 -3.105  -0.221
C: 4.669 -1.222 -3.705  -0.035
C: 5.835 -0.467 -3.727  -0.050
C: 5.864 0.787 -3.137  -0.055
C: 4.715 1.305 -2.551  -0.055
C: 3.550 0.555 -2.531  -0.038
C: 1.051 -1.250 -0.930  -0.374
S: 0.068 -0.071 -1.725  0.958
C: 1.871 -2.655 2.533  -0.100
C: 2.861 -1.826 3.320  -0.226
C: 2.739 -0.441 3.414  -0.047
C: 3.659 0.292 4.148  -0.058
C: 4.711 -0.351 4.789  -0.056
C: 4.836 -1.727 4.700  -0.051
C: 3.918 -2.461 3.960  -0.034
H: 3.661 -3.297 0.888  0.150
H: 3.708 -1.593 0.417  0.159
H: 2.277 -3.848 -1.063  0.161
H: 3.723 -2.978 -1.599  0.144
H: 1.415 -1.036 -3.495  0.106
H: 2.408 -2.491 -3.573  0.146
H: 4.650 -2.201 -4.171  0.122
H: 6.719 -0.860 -4.211  0.118
H: 6.781 1.361 -3.129  0.117
H: 4.725 2.297 -2.119  0.115
H: 2.652 0.968 -2.078  0.094
H: 2.172 -3.702 2.574  0.139
H: 0.864 -2.568 2.928  0.093
H: 1.914 0.065 2.927  0.075
H: 3.554 1.366 4.226  0.113
H: 5.433 0.223 5.355  0.117
H: 5.643 -2.235 5.211  0.117
H: 4.017 -3.540 3.901  0.119
F: -3.251 -1.449 -2.990  -0.420
Te: -3.100 0.405 -3.241  1.878
F: -3.706 1.383 -1.085  -0.501
F: -3.574 0.297 -5.042  -0.434
F: -1.384 -0.228 -4.036  -0.596
F: -4.988 0.233 -3.030  -0.490
O: -1.421 -0.511 -1.322  -0.833

Record 2
This record from OMol25 describes a molecular structure, C39H33AsBrF6N5O5SSeW. The level of theory is ωB97M-V/def2-TZVPD.

Calculated values
Energy above the lowest of the compared OMol25 structures with the same formula, charge and spin (kJ/mol): 518.64
HOMO (spin up / spin down) (eV): -10.270 / -10.269
Spin multiplicity: 2
Charge: +1
Expectation value of S²: 0.784
Frontier orbital gap (spin up / spin down) (eV): 5.38 / 5.38

Last column: Mulliken spin population.
Element x y z (Å)
W: -0.316 1.896 0.499  -0.010
C: -0.286 0.123 -3.632  0.002
C: 0.186 -0.057 -2.219  0.014
N: -0.763 0.507 -1.244  0.013
C: -1.990 0.208 -1.461  0.003
C: -2.481 -0.251 -2.748  0.000
C: -1.583 -0.027 -3.880  0.007
C: -3.741 -0.719 -2.804  0.003
C: -4.565 -0.856 -1.613  0.003
C: -4.154 -0.472 -0.394  -0.003
C: -2.844 0.128 -0.252  -0.003
N: -2.188 0.375 0.823  -0.002
C: -2.536 -0.274 2.047  -0.003
C: -3.581 0.050 2.862  0.003
C: -3.787 -0.662 4.062  -0.001
C: -2.944 -1.674 4.424  0.000
C: -1.877 -2.052 3.575  0.001
C: -1.001 -3.125 3.866  -0.001
C: -0.033 -3.456 2.967  0.004
C: 0.061 -2.715 1.767  -0.004
N: -0.714 -1.709 1.462  0.001
C: -1.677 -1.365 2.361  0.002
H: 0.436 0.295 -4.420  0.002
H: 0.165 -1.136 -2.006  -0.002
H: -2.001 0.042 -4.875  0.002
H: -4.172 -0.992 -3.759  0.000
H: -5.552 -1.282 -1.732  0.000
H: -4.782 -0.581 0.477  0.000
H: -4.231 0.873 2.602  0.000
H: -4.613 -0.383 4.703  0.000
H: -3.090 -2.207 5.355  0.000
H: -1.118 -3.670 4.794  0.000
H: 0.654 -4.271 3.148  0.000
H: 0.820 -2.980 1.037  -0.002
O: 4.494 -1.925 -2.527  -0.019
C: 3.527 -1.197 -1.930  -0.088
C: 2.632 -0.409 -2.594  0.401
C: 1.602 0.365 -1.846  -0.081
N: 1.594 0.213 -0.406  0.223
C: 2.485 -0.517 0.155  0.029
Br: 2.548 -0.629 2.037  0.002
C: 3.481 -1.267 -0.530  0.351
H: 4.471 -1.807 -3.483  0.002
H: 2.681 -0.296 -3.670  0.025
H: 1.725 1.433 -2.066  0.104
H: 4.192 -1.866 0.018  0.014
C: 1.325 4.743 -8.289  0.000
C: 0.221 4.401 -7.330  0.000
C: -1.102 4.725 -7.636  0.000
C: -2.132 4.424 -6.765  0.000
C: -1.841 3.795 -5.560  0.000
C: -0.537 3.455 -5.236  -0.003
C: 0.484 3.758 -6.125  0.001
S: -3.157 3.467 -4.430  0.000
O: -4.326 3.226 -5.214  0.000
O: -2.699 2.505 -3.458  0.000
N: -3.377 4.838 -3.574  0.000
C: -2.793 5.020 -2.248  0.001
C: -1.302 4.694 -2.117  -0.002
C: -1.008 3.391 -1.460  0.013
O: 0.150 2.880 -1.446  0.011
O: -1.851 2.818 -0.689  0.000
H: 1.402 5.823 -8.419  0.000
H: 1.133 4.310 -9.272  0.000
H: 2.287 4.375 -7.937  0.000
H: -1.326 5.211 -8.578  0.000
H: -3.158 4.652 -7.025  0.000
H: -0.328 2.952 -4.302  0.001
H: 1.505 3.493 -5.876  0.000
H: -3.498 5.663 -4.143  0.000
H: -3.352 4.419 -1.533  0.000
H: -2.968 6.062 -1.991  0.000
H: -0.816 5.411 -1.445  0.000
H: -0.764 4.756 -3.063  0.000
F: -0.072 1.067 2.137  -0.001
As: 1.873 3.696 3.564  0.000
F: 1.504 2.265 0.841  -0.002
F: 2.318 4.456 5.050  0.000
F: 3.038 2.427 3.710  0.000
F: 2.862 4.715 2.589  0.000
F: -0.099 3.768 0.836  -0.001
Se: -2.384 2.953 1.927  -0.006
C: -1.706 3.123 3.692  -0.001
C: -1.321 2.042 4.481  -0.001
C: -0.856 2.264 5.770  0.001
C: -0.806 3.551 6.288  0.000
C: -1.210 4.628 5.510  0.000
C: -1.640 4.418 4.208  0.000
H: -1.370 1.033 4.093  0.000
H: -0.540 1.423 6.374  0.000
H: -0.439 3.717 7.292  0.000
H: -1.165 5.633 5.907  0.000
H: -1.921 5.257 3.586  0.000

Record 3
This record from OMol25 describes 3 unconnected molecules or ions with the total composition C3H14NO3. The level of theory is ωB97M-V/def2-TZVPD.

Calculated values
Energy above the lowest of the compared OMol25 structures with the same formula, charge and spin (kJ/mol): 53.16
HOMO (eV): -14.373
Charge: +1
Frontier orbital gap (eV): 11.26

Last column: natural (NBO) charge in e.
Element x y z (Å)
C: 0.400 1.464 -0.695  -0.091
O: -0.355 0.453 -1.349  -0.726
C: 0.604 1.156 0.769  -0.082
C: 1.012 2.379 1.583  -0.635
N: -0.623 0.572 1.340  -0.678
H: 1.367 1.592 -1.186  0.206
H: -0.133 2.378 -0.942  0.205
H: 0.099 -0.393 -1.446  0.494
H: 1.375 0.418 0.805  0.211
H: 1.485 2.075 2.513  0.235
H: 0.123 3.003 1.757  0.222
H: 1.649 3.079 1.045  0.259
H: -0.598 0.479 2.361  0.439
H: -1.421 1.158 1.089  0.438
H: -0.879 -0.381 1.020  0.488
H: 0.963 -2.098 1.337  0.485
H: -0.173 -3.105 1.123  0.507
O: 0.005 -2.162 1.205  -0.979
H: -0.652 -3.696 -2.780  0.479
H: -1.594 -2.585 -3.276  0.482
O: -0.829 -2.755 -2.716  -0.960

Record 4
This record from OMol25 describes a molecular structure, C36H24ClF10N8O7PS2Zr. The level of theory is ωB97M-V/def2-TZVPD.

Calculated values
Energy above the lowest of the compared OMol25 structures with the same formula, charge and spin (kJ/mol): 171.56
HOMO (spin up / spin down) (eV): -10.248 / -11.057
Spin multiplicity: 2
Charge: +1
Expectation value of S²: 0.795
Frontier orbital gap (spin up / spin down) (eV): 6.46 / 6.40

Last column: Mulliken spin population.
Element x y z (Å)
Zr: 1.418 0.387 -0.011  0.005
O: 1.612 -5.264 1.374  0.000
C: 1.251 -4.551 2.432  0.000
O: 1.297 -4.982 3.547  0.000
C: 0.768 -3.153 2.167  0.000
C: 0.089 -2.350 3.086  0.000
Cl: -0.416 -2.785 4.634  0.000
N: -0.186 -1.159 2.498  0.000
N: 0.308 -1.152 1.250  0.000
C: 0.880 -2.339 1.038  0.000
C: 1.267 -2.555 -0.394  0.000
O: 1.371 -3.698 -0.836  0.000
O: 1.315 -1.480 -1.078  -0.001
C: -0.976 -0.030 2.896  0.000
C: -1.123 0.348 4.222  0.000
C: -1.885 1.468 4.523  0.000
C: -2.497 2.202 3.520  0.000
C: -2.348 1.809 2.197  0.000
C: -1.591 0.695 1.880  -0.001
H: 1.505 -4.778 0.524  0.000
H: -0.641 -0.190 5.019  0.000
H: -1.987 1.769 5.555  0.000
H: -3.084 3.074 3.765  0.000
H: -2.829 2.364 1.405  0.000
H: -1.510 0.384 0.841  0.001
O: -8.311 -3.105 0.754  0.000
C: -7.518 -3.879 -0.008  0.000
O: -7.911 -4.922 -0.440  0.000
C: -6.129 -3.374 -0.290  0.000
C: -5.491 -3.884 -1.419  0.000
C: -4.198 -3.510 -1.721  0.000
C: -3.534 -2.616 -0.890  0.000
S: -1.837 -2.136 -1.133  0.000
C: -4.154 -2.105 0.242  0.000
C: -5.452 -2.493 0.542  0.000
H: -7.900 -2.252 0.947  0.000
H: -6.026 -4.586 -2.041  0.000
H: -3.707 -3.917 -2.594  0.000
H: -3.631 -1.412 0.887  0.000
H: -5.908 -2.107 1.445  0.000
F: 3.250 -0.582 0.410  0.000
P: 4.306 0.265 -0.769  0.000
F: 3.834 1.563 0.074  0.000
F: 5.073 1.114 -1.815  0.000
F: 4.321 -1.063 -1.579  0.000
F: 2.767 0.639 -1.621  0.002
F: 5.504 -0.057 0.158  0.000
S: -1.761 -1.756 -3.145  0.000
C: -0.928 -3.123 -3.851  0.000
N: -1.090 -3.394 -5.139  0.000
C: -0.189 -4.467 -5.575  0.000
C: 0.463 -4.901 -4.243  0.000
N: -0.079 -3.936 -3.279  0.000
H: -1.684 -2.862 -5.754  0.000
H: 0.535 -4.086 -6.295  0.000
H: -0.761 -5.271 -6.037  0.000
H: 1.549 -4.830 -4.264  0.000
H: 0.185 -5.913 -3.951  0.000
H: 0.333 -3.813 -2.346  0.000
F: 2.302 4.893 -3.972  -0.005
C: 2.050 4.927 -2.662  -0.050
C: 2.534 5.995 -1.936  0.102
F: 3.233 6.918 -2.592  0.011
C: 2.314 6.145 -0.547  -0.064
C: 1.574 5.098 0.045  0.118
C: 1.149 4.020 -0.685  -0.030
F: 0.468 3.028 -0.017  -0.003
C: 1.326 3.882 -2.069  0.096
C: 0.816 2.743 -2.812  0.052
C: 0.244 1.701 -2.140  0.008
N: -0.193 0.832 -1.468  0.027
C: 0.924 2.570 -4.218  -0.001
N: 0.950 2.355 -5.344  0.011
F: 1.261 5.129 1.344  0.010
C: 2.805 7.251 0.200  0.376
C: 2.593 7.377 1.593  -0.042
N: 2.442 7.512 2.725  0.199
C: 3.563 8.298 -0.370  -0.030
N: 4.187 9.176 -0.770  0.206
C: 3.059 2.784 2.692  -0.001
C: 1.943 1.767 2.889  0.000
C: 2.386 0.636 3.807  0.000
O: 1.533 1.231 1.634  0.002
H: 3.068 3.474 3.533  0.000
H: 2.908 3.364 1.784  0.002
H: 4.030 2.295 2.627  0.000
H: 1.062 2.269 3.305  0.000
H: 3.060 -0.032 3.266  0.000
H: 1.547 0.059 4.188  0.000
H: 2.928 1.043 4.658  0.000

Which of these has the highest charge? C31H29F5I2N4O2PtS2Te